No. 1
The following is a quantum chemistry calculation of C14H41F6HfO21S5 as an isolated structure at a distorted geometry, from the OMol25 dataset.

Charge   +1
HOMO-LUMO gap   5.07 eV
Lowest unoccupied orbital energy   -7.6 eV
Largest force on an atom   10.69 eV/A
HOMO energy   -0.4661 Eh

Geometry (Å):
H: 5.43492 -0.59870 3.35612
H: -1.21761 2.94286 0.93578
C: 4.20530 -0.18832 -1.19289
H: 1.08799 -4.16984 1.16559
O: 2.92555 5.10523 0.16967
H: -3.75843 -1.41091 2.04719
C: 5.62166 -1.66365 3.21792
C: -5.84266 -0.51588 4.41840
H: -0.32720 5.46316 1.24947
H: 1.15315 -1.35106 0.48089
C: 4.78487 -0.28559 0.21859
H: 3.73870 0.79632 -1.22217
O: -0.36417 -3.45700 -3.72879
H: 1.20142 -2.47946 -0.87562
H: -1.90097 -1.84556 2.24518
H: -5.66288 -0.74323 5.46917
O: -0.31452 3.03118 -3.37163
F: -1.25632 3.66035 -6.17287
H: 3.06023 7.82238 1.48755
S: -1.49261 2.28205 -3.91420
H: -2.06387 -4.27771 -0.75530
O: 3.06613 -1.55229 2.36549
O: 3.69716 5.12115 2.56991
H: -3.06449 -2.28187 -2.19066
H: 5.46759 -2.20380 4.15206
H: 6.63556 -1.88887 2.88717
H: 1.46412 7.43505 1.00965
S: 4.34365 -2.17709 2.06068
F: 2.09820 -4.78608 -1.36816
H: 5.68120 0.31991 0.35297
Hf: -1.20489 -1.37570 -4.57166
H: 3.34876 -0.83371 -1.38763
H: 4.07831 0.14053 0.93085
H: -1.06510 3.39912 2.52273
O: -2.83065 -2.70830 -3.01510
O: 5.01904 -1.62263 0.55824
O: -3.51179 0.78095 -0.59879
O: -3.70183 0.42860 4.30357
C: -2.84888 -1.48365 2.64343
O: 1.31476 4.77342 2.18121
O: -1.19645 0.07211 4.12838
H: -6.90799 -0.28528 4.41738
O: -2.51435 1.13658 2.15347
C: 0.59974 -1.71432 -0.38506
H: 0.55803 4.44590 0.20679
F: 2.31855 -5.81732 -3.29118
H: -0.85488 0.36294 0.27031
S: 2.70889 5.41848 1.59994
S: -2.39641 0.21988 3.31687
H: 1.40658 0.12345 -4.61484
O: -2.62071 -4.38657 0.01562
C: -2.27255 3.26364 -5.36444
C: -0.08610 0.57506 -0.47271
H: 1.09001 -0.22238 -2.01524
H: -2.97742 1.16340 -1.29478
F: -3.14328 2.45193 -6.01315
H: -3.21921 -3.58086 -2.95263
H: 0.79522 0.96720 0.03484
O: -1.17265 0.95178 -4.44034
H: 1.90439 7.37588 2.81452
S: -0.06173 -4.76612 -3.13649
C: 0.27329 4.55349 1.25343
O: 4.41131 -3.63338 1.93995
H: -5.23843 0.80901 2.84814
O: -2.52913 2.17125 -2.84638
H: -0.41386 1.43861 -1.05148
C: 2.20395 7.21418 1.77904
H: -0.31799 -2.23123 -0.10456
H: -5.38380 1.58797 4.32548
C: 0.28392 -0.53649 -1.35216
H: -3.13258 1.12344 0.21062
C: -0.44733 3.27052 1.63395
F: 2.44373 -3.71448 -3.13964
H: 4.99364 -0.32484 -1.93315
O: -0.27794 -5.87725 -4.11895
O: -0.72368 -0.94521 -2.25543
O: -0.83701 -4.91680 -1.92547
C: 1.82765 -4.76586 -2.68211
O: 1.07437 -0.68052 -5.01420
O: 0.40329 -4.67736 1.60130
H: 1.78716 -0.98062 -5.57820
H: 0.45721 -4.41403 2.51998
F: -2.96874 4.27123 -4.91665
H: 0.24272 2.46411 1.88219
H: -3.16189 -2.03536 3.52985
H: -5.63358 -1.47903 3.95287
C: -5.00588 0.65732 3.90218
H: -3.28752 -3.70544 -0.07187



No. 2
The following is a quantum chemistry calculation of C14H41N3O5Si2 as an isolated structure, from the OMol25 dataset.

Charge   0
HOMO-LUMO gap   9.84 eV
Lowest unoccupied orbital energy   0.6 eV
Largest force on an atom   0.53 eV/A
HOMO energy   -0.3388 Eh

Geometry (Å):
C: 1.26459 -1.81552 -2.41548
C: -8.17751 0.53708 -1.09125
O: 7.52794 0.35129 1.94987
C: -2.24048 -1.75469 0.02569
H: -8.00639 -0.38901 -1.64703
H: -9.82399 2.68729 -0.74139
H: 3.91281 -3.01151 -4.51052
H: -1.71204 -4.49969 1.69668
H: -8.12615 1.45053 1.27036
H: -6.54785 2.22454 -2.29724
H: 3.67368 -0.71479 -3.78634
Si: 3.88298 -2.10413 -3.35033
H: -3.27768 -3.70448 1.92052
H: 6.43348 2.10445 1.95371
H: -3.54511 -0.14067 -0.38982
C: -3.44344 -0.88549 0.40617
H: -6.97887 2.61975 0.56899
H: -6.37455 1.26004 1.52400
C: 2.50121 -2.62916 -2.17076
O: 5.35068 -2.23713 -2.59526
H: -2.98281 -0.82670 2.37912
H: 4.91259 -0.14820 -1.21093
H: -2.76445 -4.21244 0.29493
H: -4.82625 -2.24113 1.40269
H: -9.03633 0.36734 -0.42743
N: -3.23849 -0.15530 1.66032
O: -1.74378 -2.57564 1.06473
C: -9.04699 2.91825 -1.47237
O: 0.93208 -1.43434 -3.50951
H: 6.72358 0.91115 3.78162
H: 7.16393 -1.08065 -1.23388
H: 2.78870 -2.55270 -1.11620
N: 9.67805 1.94899 0.82192
C: -7.13981 1.56633 0.81044
H: -2.46677 -2.36344 -0.86060
N: -7.31972 2.00297 -2.92015
H: 2.24278 -3.68109 -2.35543
H: 0.63106 -1.58212 -1.53669
H: -5.58506 -0.93651 0.49430
C: 7.48147 0.24406 3.35899
H: -2.43205 0.45557 1.57481
C: -8.48039 1.64987 -2.10109
H: -9.24229 1.24621 -2.77594
H: -7.00809 1.19107 -3.44383
H: 9.35348 2.41136 3.39162
O: -7.00553 0.73337 -0.32628
Si: 5.72528 -1.39022 -1.22771
C: -2.42049 -3.80293 1.25013
H: 7.21603 -0.78533 3.59667
H: -1.41132 -1.09126 -0.23672
H: -8.26898 3.49722 -0.97430
H: 5.33858 -2.18483 -0.04199
H: 8.44664 0.46468 3.82132
H: 8.21447 3.41234 0.75311
C: 8.48974 2.57529 1.40291
H: 7.96298 3.50101 3.29950
H: 9.85150 1.07745 1.31494
H: -9.48033 3.55340 -2.24377
H: 6.95961 1.47309 0.38963
C: -4.76066 -1.64599 0.49037
H: 9.53150 3.99161 2.64855
C: 7.27593 1.63966 1.42331
H: -4.89141 -2.31457 -0.36325
C: 8.84988 3.15070 2.76832
H: 9.48883 1.67366 -0.13671